# 1
{
  "formula": "C40H46P2PtSi",
  "method": "ωB97M-V/def2-TZVPD",
  "e_lumo_ha": [-0.21281, -0.34264],
  "spin_multiplicity": 5,
  "orbital_gap_ha": [0.216, 0.140],
  "s2": 6.03,
  "e_homo_ev": [-11.676, -13.140],
  "charge": 2,
  "total_energy_ha": -2642.407917,
  "symbols": ["Pt", "C", "C", "C", "C", "C", "C", "C", "C", "C", "H", "H", "H", "H", "H", "H", "H", "H", "H", "H", "H", "H", "H", "H", "H", "P", "P", "C", "C", "C", "C", "C", "C", "C", "C", "C", "C", "C", "C", "C", "C", "C", "C", "C", "C", "C", "C", "C", "C", "C", "C", "C", "C", "H", "H", "H", "H", "H", "H", "H", "H", "H", "H", "H", "H", "H", "H", "H", "H", "H", "H", "H", "H", "H", "H", "C", "Si", "C", "C", "C", "C", "H", "H", "H", "H", "H", "H", "H", "H", "H"],
  "coordinates": [[1.239, -1.763, -2.191], [-2.923, 0.402, -0.455], [-3.231, 0.363, -1.758], [-3.243, 1.457, -2.810], [-1.900, 1.851, -3.484], [-0.925, 2.655, -2.678], [-0.906, 2.692, -1.328], [-2.134, 2.806, -0.471], [-2.516, 1.583, 0.368], [2.678, -0.457, -2.611], [-3.141, -0.519, 0.135], [-3.478, -0.623, -2.175], [-3.827, 2.325, -2.487], [-3.804, 1.010, -3.643], [-1.403, 0.914, -3.821], [-2.079, 2.392, -4.426], [-0.041, 2.966, -3.238], [0.062, 2.790, -0.794], [-2.995, 3.033, -1.087], [-1.964, 3.659, 0.203], [-1.707, 1.290, 1.042], [-3.335, 1.908, 1.039], [3.514, -0.297, -1.923], [1.991, 0.400, -2.566], [3.008, -0.715, -3.633], [-0.274, -1.540, -7.870], [1.126, 0.665, -8.019], [-1.335, -0.152, -8.397], [-0.615, 1.017, -8.376], [-0.533, -2.809, -9.174], [-1.628, -2.792, -10.058], [-1.732, -3.750, -11.075], [-0.733, -4.713, -11.244], [0.363, -4.734, -10.371], [0.459, -3.802, -9.338], [-1.009, -2.183, -6.344], [-0.270, -1.976, -5.154], [-0.689, -2.595, -3.997], [-1.907, -3.281, -3.945], [-2.659, -3.465, -5.116], [-2.211, -2.907, -6.317], [1.963, 0.862, -9.697], [1.708, -0.095, -10.698], [2.443, -0.093, -11.886], [3.397, 0.904, -12.133], [3.557, 1.938, -11.197], [2.812, 1.940, -10.005], [1.712, 2.142, -7.099], [2.984, 2.023, -6.495], [3.451, 3.036, -5.660], [2.676, 4.177, -5.434], [1.432, 4.313, -6.057], [0.949, 3.304, -6.898], [-2.385, -0.296, -8.668], [-0.973, 2.029, -8.524], [-2.412, -2.038, -9.956], [-2.601, -3.750, -11.741], [-0.801, -5.434, -12.061], [1.133, -5.491, -10.504], [1.304, -3.840, -8.647], [0.616, -1.338, -5.137], [-0.052, -2.551, -3.043], [-2.242, -3.666, -2.981], [-3.590, -4.035, -5.098], [-2.792, -3.042, -7.232], [0.910, -0.824, -10.563], [2.276, -0.867, -12.633], [4.011, 0.878, -13.042], [4.259, 2.747, -11.402], [2.874, 2.807, -9.341], [3.588, 1.136, -6.700], [4.420, 2.926, -5.180], [3.022, 4.949, -4.750], [0.822, 5.199, -5.890], [-0.010, 3.431, -7.404], [-1.023, 0.552, 3.423], [0.348, -0.439, 2.586], [1.853, 0.574, 3.118], [0.362, -2.171, 3.309], [0.416, -0.762, 0.734], [0.675, -1.190, -0.445], [-0.954, 0.446, 4.524], [-2.036, 0.234, 3.164], [-0.982, 1.631, 3.247], [1.936, 0.509, 4.217], [2.792, 0.205, 2.684], [1.751, 1.637, 2.854], [-0.540, -2.712, 2.994], [1.226, -2.741, 2.940], [0.395, -2.196, 4.408]],
  "atomic_forces_ev_per_a": [[0.3, -0.3, 1.6], [-0.9, -0.5, 0.0], [0.7, -0.4, 0.1], [-0.3, -0.5, -0.6], [-0.4, 0.5, 0.4], [0.3, -1.9, -2.4], [-0.3, 0.6, 3.1], [0.3, 0.6, -0.5], [0.1, -0.3, 0.6], [0.8, 0.8, -1.2], [0.5, 0.7, -0.5], [0.0, 0.4, 0.3], [0.2, -0.2, -0.3], [-0.1, 0.3, 0.2], [0.1, 0.4, 0.3], [0.1, 0.0, 0.1], [-0.1, 0.4, 0.1], [-0.5, -0.2, -0.4], [0.1, 0.3, 0.1], [0.1, -0.2, 0.0], [0.1, 0.1, -0.2], [0.2, -0.2, -0.3], [-0.2, -0.5, -0.1], [0.5, 0.3, -0.4], [0.2, 0.6, 0.3], [-1.3, -0.7, -1.1], [0.6, 2.1, -1.5], [1.1, 1.5, 0.2], [-1.0, -2.1, 0.3], [0.4, -0.4, -0.2], [0.1, 0.0, 0.0], [0.0, 0.1, 0.1], [0.1, 0.3, 0.3], [-0.3, 0.0, 0.0], [-0.3, 0.2, 0.0], [0.3, 0.2, 0.8], [-0.2, -0.2, -0.8], [-0.3, 0.1, 0.5], [0.2, -0.2, 0.0], [0.2, 0.4, 0.2], [0.3, -0.1, 0.1], [-0.4, -0.1, -0.1], [0.3, 0.0, 0.1], [0.0, 0.3, 0.0], [0.0, 0.0, 0.5], [-0.4, -0.3, 0.0], [0.3, -0.1, 0.0], [0.4, -0.3, 0.4], [-0.5, 0.2, -0.1], [0.0, 0.0, -0.1], [-0.3, -0.3, 0.0], [0.0, -0.2, -0.2], [0.1, -0.2, 0.1], [0.3, 0.4, 0.2], [-0.2, -0.2, -0.3], [0.2, -0.3, -0.1], [0.4, 0.1, 0.3], [0.0, 0.2, 0.3], [-0.1, 0.2, 0.1], [-0.2, 0.0, -0.2], [-0.1, -0.4, -0.2], [-1.5, -0.6, -1.1], [0.0, -0.1, -0.4], [0.3, 0.2, 0.1], [0.2, -0.1, 0.2], [0.3, -0.1, 0.0], [-0.1, 0.2, 0.2], [-0.4, 0.0, 0.4], [-0.3, -0.2, 0.1], [0.2, -0.5, -0.1], [-0.1, 0.3, 0.2], [-0.2, 0.1, -0.1], [0.0, -0.1, -0.2], [0.2, -0.1, -0.1], [0.3, 0.0, 0.3], [-0.7, 0.0, -0.1], [0.8, -0.1, 1.1], [0.3, -0.2, -0.3], [0.0, -0.2, 0.0], [0.5, -0.8, -3.1], [-1.6, 1.1, 4.3], [0.3, -0.2, -0.5], [0.0, -0.1, 0.0], [0.2, -0.1, -0.1], [-0.1, 0.0, -0.4], [-0.2, 0.1, 0.2], [0.0, -0.3, 0.0], [0.2, 0.1, 0.1], [-0.2, 0.2, 0.0], [0.0, 0.2, -0.3]]
}

=====

# 2
{
  "formula": "C32H32GeMnNO7PS2",
  "method": "ωB97M-V/def2-TZVPD",
  "e_lumo_ha": [-0.05053, -0.05449],
  "spin_multiplicity": 2,
  "orbital_gap_ha": [0.265, 0.236],
  "s2": 0.78,
  "e_homo_ev": [-8.579, -7.915],
  "total_energy_ha": -6185.671239,
  "symbols": ["Mn", "O", "C", "C", "C", "N", "C", "C", "C", "O", "O", "C", "O", "O", "H", "H", "H", "C", "Ge", "C", "C", "C", "C", "C", "C", "C", "C", "C", "C", "C", "C", "C", "C", "C", "C", "C", "C", "H", "H", "H", "H", "H", "H", "H", "H", "H", "H", "H", "H", "H", "H", "H", "C", "C", "C", "O", "P", "S", "S", "O", "C", "C", "C", "H", "H", "H", "H", "H", "H", "H", "H", "H", "H", "H", "H", "H", "H"],
  "coordinates": [[0.977, 1.273, -0.757], [6.760, 3.075, -1.858], [5.446, 2.758, -1.607], [4.636, 3.513, -0.762], [3.300, 3.137, -0.628], [2.713, 2.180, -1.427], [3.514, 1.402, -2.179], [4.884, 1.673, -2.363], [2.789, 0.125, -2.639], [3.235, -0.589, -3.532], [1.737, -0.044, -1.924], [2.306, 3.569, 0.450], [2.484, 4.623, 1.054], [1.371, 2.687, 0.603], [7.087, 3.726, -1.219], [4.960, 4.412, -0.245], [5.441, 1.129, -3.120], [-0.679, 0.347, 0.433], [0.164, -0.890, 1.642], [2.031, -1.182, 1.377], [2.472, -2.523, 1.219], [3.828, -2.822, 1.234], [4.733, -1.808, 1.463], [4.310, -0.504, 1.620], [2.971, -0.173, 1.673], [-0.917, -2.571, 1.681], [-0.957, -3.453, 0.580], [-1.397, -4.767, 0.747], [-1.841, -5.215, 1.985], [-1.890, -4.346, 3.069], [-1.528, -3.023, 2.888], [0.379, -0.170, 3.522], [1.370, -0.672, 4.379], [1.574, -0.118, 5.612], [0.902, 1.008, 6.036], [-0.142, 1.467, 5.252], [-0.419, 0.856, 4.039], [1.797, -3.332, 1.043], [4.102, -3.834, 1.062], [5.778, -2.027, 1.594], [5.015, 0.298, 1.727], [2.643, 0.823, 1.975], [-0.758, -3.049, -0.401], [-1.475, -5.494, -0.062], [-2.266, -6.218, 2.047], [-2.253, -4.701, 4.034], [-1.683, -2.361, 3.735], [2.007, -1.509, 4.057], [2.328, -0.531, 6.267], [1.187, 1.508, 6.970], [-0.760, 2.301, 5.585], [-1.210, 1.321, 3.433], [-4.484, 2.880, -3.347], [-5.011, 2.664, -1.927], [-6.205, 1.705, -1.849], [-3.931, 2.055, -1.068], [-2.784, 1.136, -1.626], [-2.335, 0.207, 0.344], [-1.243, 2.124, -2.445], [-3.528, 0.095, -2.525], [-3.111, -0.989, -3.450], [-1.826, -1.645, -2.994], [-3.066, -0.389, -4.864], [-5.321, 3.166, -4.046], [-4.020, 1.947, -3.704], [-3.722, 3.664, -3.384], [-5.277, 3.563, -1.383], [-5.947, 0.687, -2.179], [-7.098, 2.008, -2.430], [-6.598, 1.690, -0.769], [-3.953, -1.703, -3.354], [-0.957, -0.974, -3.117], [-1.663, -2.522, -3.619], [-1.904, -1.939, -1.958], [-2.187, 0.250, -4.940], [-3.937, 0.225, -5.107], [-2.948, -1.193, -5.626]],
  "atomic_forces_ev_per_a": [[-0.7, 0.9, 0.7], [-0.7, -0.3, 0.4], [0.0, -0.5, -1.7], [-0.9, -0.2, 0.2], [-1.0, -1.1, -1.3], [1.8, -0.1, 1.3], [0.7, 0.6, -0.2], [-0.7, 1.0, 0.8], [0.9, 0.3, -0.9], [-0.5, 0.6, 1.0], [-1.0, -1.2, -0.2], [0.4, 1.0, 0.0], [-0.3, -1.1, -0.3], [-0.4, 0.2, 0.5], [-0.3, -0.1, -0.2], [0.2, -0.3, 0.2], [0.1, -0.1, 0.5], [0.1, 0.5, -1.8], [-0.6, -0.3, 2.6], [0.8, -1.2, 0.0], [0.4, 1.5, -0.5], [-0.8, 0.6, 0.3], [0.4, -0.1, 0.0], [-0.1, 0.5, 0.3], [-0.8, -0.7, -0.6], [-0.5, -0.5, 0.4], [-0.2, 0.2, 0.7], [-0.4, -0.1, -0.1], [-0.2, -0.1, -0.1], [-0.5, -0.2, -0.3], [1.1, 0.4, -0.2], [-0.8, 0.1, 0.0], [-0.1, -0.8, -1.2], [0.9, 0.1, 0.8], [-0.4, 0.3, 0.3], [-0.2, 0.3, 0.4], [-0.1, 0.5, -0.9], [-0.6, -0.2, -0.1], [0.5, -0.7, 0.1], [0.3, -0.1, -0.3], [0.5, 0.1, 0.3], [0.1, -0.1, -0.3], [0.6, -0.2, -0.2], [0.2, 0.5, -0.1], [0.4, 0.2, 0.2], [0.0, 0.2, -0.3], [0.4, 0.2, -0.1], [-0.3, 0.4, 0.2], [0.2, -0.1, -0.1], [-0.3, -0.3, -0.4], [0.2, -0.1, -0.1], [0.3, -0.4, 0.2], [-0.6, 0.4, -0.3], [-0.1, -1.1, -0.2], [-1.0, -0.1, 1.3], [-0.8, 0.3, -0.6], [1.6, 1.2, 0.4], [1.2, 0.3, -0.9], [-0.4, -1.1, 0.8], [-0.1, -0.6, 0.2], [-0.5, 0.2, -0.3], [0.2, 0.7, -0.6], [0.5, -0.6, 0.0], [0.8, -0.3, 0.8], [-0.4, 0.6, -0.1], [-0.2, -0.1, 0.0], [0.3, 0.3, -0.2], [0.0, 0.4, 0.3], [0.7, 0.2, 0.0], [0.8, -0.3, -1.5], [0.4, 0.4, -0.1], [-0.3, -0.2, 0.1], [0.1, -0.1, 0.1], [0.0, -0.2, 0.3], [0.1, 0.1, 0.0], [-0.1, -0.3, 0.1], [-0.2, 0.5, 0.6]]
}

=====

# 3
{
  "formula": "C3H2ClNO",
  "method": "ωB97M-V/def2-TZVPD",
  "e_lumo_ha": -0.02044,
  "orbital_gap_ha": 0.376,
  "e_homo_ev": -10.785,
  "e_above_lowest_kcal_mol": 56.3,
  "total_energy_ha": -705.594342,
  "symbols": ["C", "C", "C", "N", "O", "Cl", "H", "H"],
  "coordinates": [[-0.107, 0.068, 0.236], [1.029, 0.901, 0.385], [-1.134, -0.640, -0.432], [-0.776, -0.855, 0.963], [1.181, 2.073, 0.583], [2.528, -0.142, 0.229], [-2.119, -0.113, -0.741], [-0.602, -1.293, -1.224]],
  "atomic_forces_ev_per_a": [[-2.7, -2.9, 4.2], [2.7, 2.0, 0.5], [-0.9, -0.2, -4.0], [2.8, 3.3, -1.8], [-0.9, -1.8, -0.4], [-0.7, 0.3, 0.0], [1.6, -1.1, 0.6], [-1.8, 0.3, 1.0]]
}

=====

# 4
{
  "formula": "C4H8O2",
  "method": "ωB97M-V/def2-TZVPD",
  "e_lumo_ha": -0.01948,
  "orbital_gap_ha": 0.310,
  "e_homo_ev": -8.975,
  "e_above_lowest_kcal_mol": 84.3,
  "total_energy_ha": -307.578041,
  "symbols": ["C", "C", "O", "C", "O", "C", "H", "H", "H", "H", "H", "H", "H", "H"],
  "coordinates": [[1.273, 1.290, 0.500], [-1.131, -0.103, 1.062], [-1.916, 0.915, 0.946], [-0.922, -0.661, -0.391], [-1.735, -0.329, -1.237], [0.186, -1.633, -0.667], [2.214, 0.762, 0.330], [1.441, 2.218, 1.052], [0.790, 1.518, -0.457], [0.634, 0.656, 1.133], [-2.199, 1.018, -0.009], [0.801, -1.272, -1.500], [-0.249, -2.590, -0.977], [0.814, -1.788, 0.214]],
  "atomic_forces_ev_per_a": [[0.1, 0.0, 0.0], [-0.4, 0.1, -0.1], [0.0, -0.3, 0.0], [-0.2, 0.0, -0.5], [0.3, -0.1, 0.3], [0.1, -0.1, 0.0], [-0.1, 0.2, 0.0], [0.1, -0.1, -0.1], [0.1, -0.1, 0.2], [0.3, 0.1, -0.1], [0.1, -0.1, 0.1], [-0.2, 0.0, 0.2], [0.0, 0.1, 0.1], [-0.1, 0.0, -0.1]]
}